Molecular formula: C14H16F6N2O4
Method: DFT, ωB97M-V/def2-TZVPD

calculated total energy: -1552.7771 Eh
Kohn-Sham gap: 8.44 eV
net charge: 0
multiplicity: 1
E_LUMO: 0.64 eV
maximum force: 0.82 eV/A
E_HOMO: -7.800 eV
SMILES: COc1cc(NC(=O)NC(C)(C(F)(F)F)C(F)(F)F)cc(OC)c1OC

Last column: Mulliken charge in e.
Positions of all 42 atoms, in Å:
C 2.24938 3.45020 -1.13095  -0.92
O 1.95363 2.60750 -2.21784  -0.44
C 1.27855 1.44439 -1.98191  0.67
C 0.89799 1.02186 -0.71415  -0.43
C 0.18757 -0.16072 -0.55252  -0.99
N -0.17393 -0.50290 0.76315  0.24
C -0.82010 -1.61385 1.17557  0.34
O -1.13354 -2.56333 0.49739  -0.73
N -1.10894 -1.69680 2.55347  -0.15
C -1.38860 -0.72142 3.57357  0.87
C -2.30047 -1.35762 4.63226  -2.01
C -0.08325 -0.28138 4.29423  0.61
F -0.32017 0.64990 5.22294  -0.28
F 0.48120 -1.32031 4.91108  -0.31
F 0.84194 0.22241 3.47012  -0.24
C -2.11288 0.53939 3.01753  0.68
F -2.98173 0.19761 2.06690  -0.28
F -2.80400 1.17646 3.96667  -0.28
F -1.28539 1.45036 2.49132  -0.22
C -0.15045 -0.93747 -1.64810  -0.57
C 0.24305 -0.53476 -2.91866  0.84
O -0.01760 -1.23480 -4.05015  -0.45
C -0.77732 -2.41554 -3.94731  -0.91
C 0.96166 0.65893 -3.10006  0.50
O 1.25948 1.02138 -4.39067  -0.52
C 2.61952 1.26420 -4.68757  -0.74
H 2.91996 2.96488 -0.41430  0.36
H 2.75083 4.31560 -1.56192  0.25
H 1.34071 3.77889 -0.61751  0.34
H 1.13490 1.61216 0.15646  0.53
H 0.16357 0.15730 1.44452  -0.03
H -1.53967 -2.59641 2.72695  0.30
H -1.83725 -2.26706 5.00831  0.50
H -2.46402 -0.67701 5.46545  0.44
H -3.26099 -1.60104 4.18277  0.50
H -0.69844 -1.84867 -1.49394  0.77
H -0.87516 -2.78776 -4.96593  0.22
H -0.27349 -3.16758 -3.33200  0.35
H -1.77150 -2.21941 -3.53478  0.36
H 2.65908 1.41897 -5.76448  0.28
H 2.99620 2.15193 -4.17443  0.24
H 3.23967 0.40153 -4.42149  0.29

***

Molecular formula: C14H16FN5
Method: DFT, ωB97M-V/def2-TZVPD

calculated total energy: -916.7427 Eh
Kohn-Sham gap: 8.73 eV
net charge: 0
multiplicity: 1
E_LUMO: 0.53 eV
ΔE to the lowest compared entry with this formula, charge and spin: 0.000 eV
maximum force: 2.48 eV/A
E_HOMO: -8.203 eV
SMILES: CCc1nnc2c(NC(C)C)nc3ccc(F)cc3n12

Last column: Mulliken charge in e.
Positions of all 36 atoms, in Å:
C -3.65385 -0.21947 -2.80958  -1.22
C -3.68519 0.58439 -1.47705  -0.81
C -2.61785 0.12343 -0.52334  0.82
N -2.97875 -0.67172 0.45794  -0.72
N -1.83572 -0.92063 1.20553  -0.46
C -0.83124 -0.30962 0.64068  0.72
C 0.55586 -0.19707 1.11516  0.21
N 0.81983 -0.81906 2.28809  -0.21
C 2.11905 -0.85394 2.97265  0.36
C 1.90000 -0.97405 4.46484  -1.51
C 2.91054 -2.02956 2.43834  -1.40
N 1.48916 0.42958 0.42835  -0.64
C 1.08184 0.97980 -0.80397  -0.30
C 2.08964 1.45267 -1.67715  -0.57
C 1.75119 1.84759 -3.01346  -0.50
C 0.42295 1.85454 -3.44716  -0.20
F 0.08399 2.18616 -4.73089  -0.31
C -0.56748 1.47905 -2.55568  -0.32
C -0.24694 0.97393 -1.27214  1.02
N -1.24845 0.38165 -0.45975  0.09
H -2.64682 -0.34492 -3.17829  0.42
H -4.27955 0.24776 -3.59106  0.29
H -4.03977 -1.21243 -2.61237  0.39
H -3.50232 1.65722 -1.71366  0.34
H -4.68491 0.41459 -1.02692  0.31
H 0.05173 -1.27510 2.73916  0.36
H 2.61738 0.09284 2.78801  0.32
H 2.86363 -0.90156 4.97587  0.39
H 1.25348 -0.18269 4.85228  0.39
H 1.46856 -1.97469 4.59874  0.37
H 2.36048 -3.00247 2.52020  0.29
H 3.13515 -1.91851 1.38108  0.37
H 3.80051 -2.17127 3.01483  0.41
H 3.13114 1.51067 -1.38454  0.45
H 2.48361 2.23741 -3.67893  0.44
H -1.57085 1.52549 -2.92581  0.43

***

Molecular formula: C14H16FeNOS2Se2Te2
Method: DFT, ωB97M-V/def2-TZVPD

calculated total energy: -8072.1509 Eh
Kohn-Sham gap (alpha / beta): 5.50 / 5.51 eV
net charge: -1
multiplicity: 1
E_LUMO (alpha / beta): 2.34 / 2.34 eV
maximum force: 0.64 eV/A
E_HOMO (alpha / beta): -3.159 / -3.173 eV

Last column: Mulliken charge in e.
Positions of all 39 atoms, in Å:
Fe -0.25333 0.39768 0.28271  0.58
C 2.35071 1.14181 -2.11434  -1.42
C 2.77225 0.64060 -0.76439  0.98
C 4.14410 0.29189 -0.63284  -0.77
C 4.63645 -0.07299 0.57547  -0.86
C 3.79771 -0.01523 1.71056  1.04
C 4.28286 -0.28811 3.01178  -0.88
C 3.43720 -0.13759 4.07638  -0.47
C 2.11511 0.29032 3.89136  -0.46
C 1.59625 0.55414 2.63692  0.41
S 0.01366 1.17601 2.37874  -0.36
C 2.45594 0.35668 1.51264  -0.16
N 1.94052 0.60763 0.25303  0.01
H 3.05674 1.91227 -2.43402  0.52
H 1.34589 1.55596 -2.09734  -0.15
H 2.38945 0.34094 -2.85429  0.19
H 4.77230 0.32413 -1.51384  0.39
H 5.67587 -0.35857 0.69508  0.37
H 5.31407 -0.59457 3.13817  0.32
H 3.78849 -0.34109 5.08156  0.35
H 1.46837 0.41728 4.75053  0.38
Se 0.19698 -2.02653 0.72101  -0.56
Te -2.11041 -1.30512 1.20311  -0.11
Te -2.60246 1.65111 0.23893  -0.15
Se -0.56716 2.57881 -0.83253  -0.46
O -1.49600 -0.69461 -2.04723  -0.57
S -0.16633 -0.99630 -2.64484  1.00
C -0.23239 -0.49226 -4.39186  -0.94
C 0.34277 -1.63962 -5.20785  -0.50
C -0.27062 -2.90272 -4.60061  -0.54
C -0.09609 -2.76696 -3.09037  -0.87
H 0.28492 0.45992 -4.50098  0.37
H -1.29726 -0.34356 -4.58536  0.41
H 1.43208 -1.66980 -5.10250  0.24
H 0.12391 -1.52803 -6.27120  0.34
H 0.19139 -3.81500 -4.98143  0.33
H -1.33320 -2.94414 -4.85111  0.28
H 0.86641 -3.14485 -2.74421  0.36
H -0.87625 -3.22383 -2.48272  0.36

***

Molecular formula: C14H16I2MgN5OS2
Method: DFT, ωB97M-V/def2-TZVPD

calculated total energy: -2483.7800 Eh
Kohn-Sham gap: 7.27 eV
net charge: +1
multiplicity: 1
E_LUMO: -4.12 eV
ΔE to the lowest compared entry with this formula, charge and spin: 0.796 eV
maximum force: 2.55 eV/A
E_HOMO: -11.387 eV

Last column: Mulliken charge in e.
Positions of all 41 atoms, in Å:
Mg 8.14513 5.81494 15.38215  0.46
I 6.72438 4.00488 13.36886  0.17
C 5.65932 5.91223 13.20575  -0.95
I 6.43484 7.84885 13.67040  0.17
H 4.74799 5.83166 13.78458  0.49
H 5.51766 6.00638 12.09166  0.50
C 7.66567 5.81735 20.36225  -0.72
O 6.77721 5.73206 19.22182  -0.25
C 7.29499 5.81604 18.01849  0.45
S 8.97551 5.92114 17.70722  -0.46
S 6.12079 5.73997 16.77459  -0.34
H 6.98780 5.75358 21.18806  0.26
H 8.29182 6.74724 20.35502  0.33
H 8.30959 4.91747 20.36826  0.35
C 11.21870 4.07451 15.64845  -1.59
C 10.96469 4.97533 14.53585  0.86
N 9.85502 5.65626 14.28548  0.24
C 10.06819 6.42592 13.12150  0.02
C 11.34200 6.27904 12.71365  -1.21
N 11.91044 5.27013 13.55828  0.32
C 13.20883 4.67317 13.33216  -0.50
N 13.36979 4.31210 11.94411  0.53
N 14.67884 4.06079 11.53225  -0.67
N 14.78113 4.11683 10.27548  -0.48
C 13.54624 4.44668 9.73615  0.29
C 13.20145 4.63693 8.40595  -0.52
C 11.84506 4.83788 8.12678  -0.49
C 10.85672 4.76041 9.12630  -0.67
C 11.21356 4.61075 10.44979  -0.33
C 12.58992 4.54815 10.76531  0.58
H 11.97911 3.35068 15.31626  0.41
H 10.31767 3.55463 15.92828  0.42
H 11.59444 4.60780 16.56817  0.24
H 9.29740 7.06401 12.72157  0.29
H 11.87904 6.68340 11.82797  0.50
H 13.31405 3.81361 13.97498  0.30
H 14.02404 5.36758 13.64483  0.27
H 14.02916 4.77009 7.67086  0.40
H 11.56499 5.06051 7.10884  0.38
H 9.81292 4.77237 8.88340  0.43
H 10.53118 4.55143 11.29732  0.51

***

Molecular formula: C14H16N4O4S
Method: DFT, ωB97M-V/def2-TZVPD

calculated total energy: -1461.0375 Eh
Kohn-Sham gap: 7.20 eV
net charge: 0
multiplicity: 1
E_LUMO: -0.80 eV
ΔE to the lowest compared entry with this formula, charge and spin: 3.393 eV
maximum force: 4.26 eV/A
E_HOMO: -8.004 eV
SMILES: C[C@H](CN1c2ccccc2S(=O)(=O)c2cn[nH]c(=O)c21)N(C)O

Last column: Mulliken charge in e.
Positions of all 39 atoms, in Å:
C 2.30089 -0.07406 2.61908  -1.55
C 1.21000 0.51072 1.66280  0.58
C 1.17871 -0.09643 0.26476  -1.90
N -0.14023 -0.47560 -0.32248  0.64
C -0.73942 0.46647 -1.24095  0.23
C -0.87904 1.77916 -0.80161  -0.48
C -1.38026 2.68144 -1.74314  -0.63
C -1.78831 2.30751 -2.97624  -0.80
C -1.58713 1.00010 -3.40315  -0.57
C -1.14220 0.06926 -2.49128  0.21
S -1.15641 -1.64432 -2.85366  1.42
O -0.07345 -1.59447 -3.81291  -0.68
O -2.27484 -2.20076 -3.56099  -0.68
C -0.86944 -2.52586 -1.32469  0.34
C -1.19094 -3.97013 -1.25103  -0.47
N -1.19860 -4.68622 -0.19561  -0.91
N -0.73072 -4.04350 0.86453  0.27
C -0.38703 -2.66310 0.94978  -0.14
O 0.06810 -2.39744 2.04039  -0.61
C -0.51183 -1.84989 -0.20809  0.59
N 1.13131 2.01280 1.68358  0.57
C 0.86403 2.66383 2.97536  -1.16
O 1.97608 2.73463 0.83168  -0.53
H 2.15178 -1.22361 2.92830  0.26
H 3.33033 -0.09122 2.27051  0.36
H 2.32616 0.45652 3.54640  0.44
H 0.36568 0.14219 2.25406  0.11
H 1.79286 0.50005 -0.34334  0.64
H 1.84980 -0.92635 0.41310  0.63
H -0.72001 2.23786 0.14235  0.49
H -1.54084 3.66126 -1.45367  0.46
H -2.26109 3.07341 -3.52587  0.43
H -1.89790 0.75881 -4.45487  0.35
H -1.59597 -4.49959 -2.15189  0.43
H -0.93109 -4.38271 1.76535  0.29
H 1.82271 2.70489 3.63319  0.33
H 0.24066 2.15516 3.65353  0.35
H 0.51192 3.70398 2.78353  0.34
H 1.87574 3.72522 0.83318  0.34

***

Molecular formula: C14H16NO3
Method: DFT, ωB97M-V/def2-TZVPD

calculated total energy: -823.5173 Eh
Kohn-Sham gap: 4.64 eV
net charge: -1
multiplicity: 1
E_LUMO: 2.89 eV
maximum force: 5.02 eV/A
E_HOMO: -1.756 eV
SMILES: C/C([O-])=C/CN1C(=O)OC[C@H]1Cc1ccccc1

Last column: Mulliken charge in e.
Positions of all 34 atoms, in Å:
C 1.31196 -3.67545 -1.48809  -1.11
C 1.99252 -2.41257 -1.02180  0.65
O 3.00012 -2.44190 -0.26779  -0.83
C 1.45494 -1.17261 -1.52747  -0.40
C 1.76125 0.25696 -1.17774  -0.83
N 0.49559 0.89732 -1.11269  0.47
C -0.14292 0.92002 -2.35335  0.27
O -0.13849 -0.04299 -3.10934  -0.66
O -0.69830 2.09033 -2.68001  -0.33
C -0.44361 3.01183 -1.60254  -0.65
C -0.00811 2.12628 -0.42070  0.11
C -1.28536 1.98441 0.46730  -1.44
C -1.19995 0.86187 1.47701  0.68
C -1.94499 -0.29183 1.24734  -0.34
C -1.89493 -1.35697 2.14243  -0.59
C -1.09452 -1.25429 3.29649  -0.40
C -0.36210 -0.08798 3.54380  -0.56
C -0.40275 0.97387 2.63594  -0.29
H 0.60690 -3.47076 -2.29397  0.30
H 2.05817 -4.39890 -1.80387  0.28
H 0.77804 -4.08823 -0.63812  0.17
H 0.71631 -1.29328 -2.31350  0.45
H 2.33315 0.81504 -1.99472  0.22
H 2.46635 0.18300 -0.31017  0.28
H -1.38160 3.59121 -1.52307  0.38
H 0.42908 3.63015 -1.85335  0.28
H 0.76759 2.62598 0.24530  0.35
H -2.24319 1.91465 -0.09319  0.50
H -1.31792 2.94286 1.02289  0.42
H -2.55733 -0.33691 0.33962  0.25
H -2.45954 -2.25933 1.93188  0.36
H -1.03868 -2.10023 3.98246  0.34
H 0.26330 -0.02195 4.44005  0.34
H 0.17905 1.88041 2.81296  0.32